1.
The following is a DFT calculation (wB97M-V/def2-TZVPD) of C5H8OS2 in the gas phase.

Structure (XYZ):
```
16
Properties=species:S:1:pos:R:3
C -2.635 0.937 -0.441
H -2.800 1.774 -1.078
C 2.266 -1.791 0.519
C 1.579 -0.406 0.573
H -1.265 -0.002 1.804
H -3.280 0.935 0.399
O 0.413 -0.607 1.107
C -1.223 0.697 -0.228
H -0.055 1.283 1.580
H 1.780 -2.446 1.186
H 3.392 -1.805 0.607
C -0.587 0.446 1.108
S -2.090 -0.562 -1.193
H 1.888 -2.205 -0.440
S 2.173 0.973 -0.135
H -0.685 1.447 -0.833
```

**HOMO energy**: -8.68 eV
**LUMO energy**: 0.66 eV
**SMILES string**: CC(=S)OC[C@@H]1CS1
**Orbital gap**: 0.3435 hartree
**Relative energy (zero: lowest compared OMol25 entry of this formula, charge and spin)**: 34.3 kcal/mol

=====

2.
The following is a DFT calculation (wB97M-V/def2-TZVPD) of C9H20OSi in the gas phase.

Structure (XYZ):
```
31
Properties=species:S:1:pos:R:3
H -2.630 -0.848 1.322
C -0.863 -1.020 -0.022
H 2.629 1.727 -1.536
C 1.306 -1.372 -2.780
H -1.138 -1.729 1.971
H -0.193 0.720 2.401
H 1.431 -0.507 -3.479
H 4.457 -1.039 -1.304
O 1.068 -1.913 1.048
H 3.691 -0.364 0.211
C 0.561 -1.279 0.131
H -3.547 2.627 1.154
C 1.682 1.176 -1.592
H 1.911 -2.201 -3.175
H -3.792 1.293 2.192
H 3.477 -2.017 -0.303
H 1.114 1.621 -0.791
H -1.240 1.791 0.512
H -1.352 2.630 2.097
H -0.996 -0.107 -0.517
H 1.098 1.245 -2.498
C -1.727 1.761 1.504
H -1.679 0.465 3.196
H -1.419 -1.814 -0.622
H 0.213 -1.521 -2.845
Si 1.791 -0.674 -1.161
C -3.201 1.630 1.371
C -1.501 -0.823 1.426
H -3.518 0.981 0.533
C 3.575 -0.973 -0.635
C -1.207 0.533 2.191
```

**HOMO energy**: -8.91 eV
**LUMO energy**: 0.75 eV
**SMILES string**: CCCCCC(=O)[Si](C)(C)C
**Orbital gap**: 0.3549 hartree
**Relative energy (zero: lowest compared OMol25 entry of this formula, charge and spin)**: 31.3 kcal/mol

=====

3.
The following is a DFT calculation (wB97M-V/def2-TZVPD) of C5H9NS2 in the gas phase.

Structure (XYZ):
```
17
Properties=species:S:1:pos:R:3
N 1.631 -1.171 -1.003
H -2.145 -0.657 -0.016
H -0.330 -1.519 -0.184
H -1.709 -1.368 1.676
H -2.566 0.157 1.455
C -0.250 1.547 1.176
H -1.086 2.073 1.644
C 1.813 -0.423 -1.991
S 0.893 1.154 -2.214
C -0.576 0.341 0.740
S 2.936 -0.696 -3.333
H 0.765 1.905 0.963
C 0.539 -0.832 0.066
H 0.868 -0.930 1.106
H 3.563 -1.928 -3.051
H 1.432 1.442 -3.513
C -1.838 -0.481 1.015
```

**⟨S²⟩**: 2.007
**HOMO energy (alpha / beta)**: -5.08 / -9.42 eV
**LUMO energy (alpha / beta)**: 0.55 / -2.11 eV
**Orbital gap (alpha / beta)**: 0.2069 / 0.2686 hartree
**Multiplicity**: 3
**Relative energy (zero: lowest compared OMol25 entry of this formula, charge and spin)**: 119.0 kcal/mol

=====

4.
The following is a DFT calculation (wB97M-V/def2-TZVPD) of 2 unconnected molecules or ions with the total composition H4O2.

Structure (XYZ):
```
6
Properties=species:S:1:pos:R:3
O 0.104 -1.680 -0.548
H 0.889 -1.437 -1.052
H -0.773 1.694 0.366
H 0.219 1.179 1.291
O 0.012 1.177 0.360
H -0.452 -0.932 -0.417
```

**HOMO energy**: -11.01 eV
**LUMO energy**: 0.73 eV
**SMILES string**: O.O
**Orbital gap**: 0.4313 hartree
**Relative energy (zero: lowest compared OMol25 entry of this formula, charge and spin)**: 3.7 kcal/mol